C77H53N2O13PS | ωB97M-V with the def2-TZVPD basis set

XYZ file:
```
147
Properties=species:S:1:pos:R:3:forces:R:3
C 2.461089 -1.001017 -0.754320 0.1 -0.1 0.5
C 3.666786 -1.862585 -1.120985 -0.2 0.0 -0.1
C 3.990602 -1.993286 -2.632894 0.2 -0.2 0.2
C 2.847339 -1.637100 -3.533579 0.1 -0.1 -0.2
C 2.769588 -0.412757 -4.210232 0.2 0.0 -0.1
P 4.024535 0.875395 -4.041219 0.2 0.0 0.8
N 4.726240 0.981282 -2.664848 -0.4 0.1 -0.3
O 3.298349 2.242080 -4.522285 -0.2 -0.2 -0.2
O 4.957814 0.574680 -5.301260 -0.1 0.1 -0.3
C 1.694004 -0.114985 -5.045185 -0.1 0.0 -0.1
C 0.653549 -1.004929 -5.206583 -0.1 -0.1 0.0
C 0.699417 -2.200793 -4.517068 -0.1 -0.2 0.1
C 1.781721 -2.529530 -3.706289 0.1 0.1 0.0
C 1.705748 -3.864340 -3.030664 0.2 0.0 0.0
O 2.653288 -4.594230 -2.852668 0.0 0.0 0.2
C 0.337536 -4.258181 -2.591973 -0.1 0.0 0.0
C 0.151772 -4.979356 -1.430016 0.1 -0.1 0.1
C -1.130230 -5.302249 -1.040339 0.0 0.0 0.2
C -2.220795 -4.934676 -1.810485 -0.3 0.1 0.4
N -3.498850 -5.355829 -1.330814 0.4 -0.2 -0.7
C -4.259888 -6.040272 -1.969665 0.0 0.2 0.4
S -5.278240 -6.950098 -2.715271 -0.2 -0.1 -0.1
C -2.069674 -4.194324 -2.985884 -0.1 -0.2 -0.1
C -3.256077 -3.745535 -3.806106 0.0 0.1 0.0
O -4.302018 -3.331027 -2.951949 0.2 0.1 0.1
C -5.102586 -2.289156 -3.468015 -0.4 0.1 0.0
C -5.828909 -1.632994 -2.313545 0.2 -0.3 0.1
C -0.762065 -3.886537 -3.362465 -0.1 0.2 -0.1
C -0.448669 -3.150387 -4.621125 0.0 -0.1 0.0
O -1.065730 -3.303220 -5.651188 -0.1 0.2 0.0
H 2.216959 -1.155708 0.297814 0.0 0.0 0.0
H 1.563725 -1.254427 -1.318101 0.0 0.0 -0.1
H 2.686185 0.058219 -0.863707 -0.1 0.1 -0.2
H 4.545178 -1.448646 -0.629837 0.1 0.0 0.0
H 3.523091 -2.861453 -0.705284 0.0 -0.1 0.0
H 4.865648 -1.397928 -2.864622 0.0 0.2 -0.1
H 4.259709 -3.023466 -2.837888 0.1 0.0 -0.1
H 4.640593 1.911968 -2.272944 0.3 -0.1 0.2
H 2.546394 2.422574 -3.945969 0.0 0.2 0.0
H 5.423845 1.376215 -5.571816 0.2 -0.1 0.0
H 1.664421 0.829085 -5.569816 0.0 0.0 -0.1
H -0.198307 -0.798085 -5.837948 0.0 0.1 -0.1
H 0.997099 -5.285012 -0.830369 0.1 0.0 0.0
H -1.302319 -5.853307 -0.127406 0.0 0.0 0.0
H -2.953837 -2.913424 -4.438965 0.0 0.0 -0.1
H -3.581196 -4.548208 -4.476455 -0.1 -0.1 0.0
H -5.838041 -2.689471 -4.174989 0.1 0.0 -0.1
H -4.487622 -1.551221 -3.993281 0.1 0.0 -0.1
H -6.506394 -0.863132 -2.674595 -0.1 0.1 0.0
H -5.109640 -1.202786 -1.618190 0.0 0.1 0.0
H -6.388687 -2.385769 -1.760679 -0.2 0.0 0.0
O 8.388731 -5.217447 -9.324223 0.0 0.0 0.0
C 7.799028 -4.853594 -8.329188 0.0 0.0 0.0
C 7.884915 -3.441451 -7.855313 0.0 0.0 0.0
C 8.634472 -2.527354 -8.584938 0.0 0.1 0.0
C 8.699608 -1.206367 -8.175547 0.0 0.0 0.0
C 8.015925 -0.792168 -7.037193 0.0 0.0 0.0
C 7.277812 -1.700596 -6.297650 0.1 0.1 0.0
C 7.214450 -3.027223 -6.703249 0.0 -0.1 0.0
C 6.423404 -3.988775 -5.884726 -0.1 0.0 0.0
O 5.879980 -3.638622 -4.859806 0.0 0.0 0.0
C 6.313801 -5.392501 -6.371650 0.0 0.0 0.0
C 5.546024 -6.296098 -5.647150 0.0 -0.1 0.0
C 5.412490 -7.599141 -6.095396 0.0 0.0 0.0
C 6.043870 -8.003852 -7.266950 0.0 0.0 0.0
C 6.815920 -7.108603 -7.987507 0.0 -0.1 0.0
C 6.956125 -5.800118 -7.542179 0.0 0.1 0.0
H 9.157276 -2.861573 -9.470392 0.0 -0.1 0.0
H 9.281968 -0.494805 -8.746227 0.0 0.0 0.0
H 8.063223 0.243506 -6.725794 0.0 0.0 0.0
H 6.745504 -1.389345 -5.410137 0.0 -0.1 0.0
H 5.056293 -5.965532 -4.740626 0.0 0.1 0.0
H 4.812498 -8.302311 -5.532925 0.0 0.0 0.0
H 5.932051 -9.021400 -7.617709 0.0 0.0 0.0
H 7.313422 -7.411489 -8.898442 0.0 0.0 0.0
O -0.256213 1.414626 7.737473 0.0 0.0 0.0
C 0.030945 1.113868 6.596980 0.0 0.0 0.0
C 0.558724 -0.239202 6.265170 0.0 0.1 0.0
C 0.689427 -1.173136 7.281908 0.0 -0.1 0.1
C 1.125407 -2.454133 6.994505 0.0 0.0 0.0
C 1.446838 -2.803414 5.687640 0.0 0.0 0.0
C 1.330145 -1.872095 4.669358 0.0 -0.1 0.0
C 0.884889 -0.587136 4.953555 0.0 0.0 0.0
C 0.758368 0.397955 3.842966 0.0 -0.1 0.0
O 1.071772 0.104938 2.708433 0.0 0.0 0.0
C 0.213784 1.747340 4.170245 0.0 0.0 0.0
C 0.052627 2.674804 3.148197 0.0 0.1 0.0
C -0.473230 3.925379 3.425532 0.0 0.0 0.0
C -0.843561 4.253970 4.724981 0.0 0.0 0.0
C -0.678673 3.336809 5.748846 0.0 0.1 0.0
C -0.146367 2.082341 5.477448 0.0 -0.1 0.0
H 0.425217 -0.890975 8.291268 0.0 0.0 0.0
H 1.208240 -3.185823 7.787121 0.0 0.0 0.0
H 1.782474 -3.807428 5.462894 0.0 0.0 0.0
H 1.574451 -2.131002 3.648290 0.0 0.1 0.0
H 0.341420 2.403853 2.141995 0.0 -0.1 0.0
H -0.602435 4.650882 2.632369 0.0 0.0 0.0
H -1.261347 5.230198 4.933820 0.0 0.0 0.0
H -0.959943 3.580671 6.764058 0.0 -0.1 0.0
O -2.407642 -1.924167 6.900666 0.1 0.0 0.0
C -3.584282 -1.659415 6.775234 0.0 0.1 0.0
C -4.236517 -0.636657 7.640306 0.0 0.0 0.0
C -3.464815 0.043661 8.574673 0.0 0.0 0.0
C -4.044406 1.020096 9.366382 0.0 0.0 0.0
C -5.395427 1.320654 9.228596 0.0 0.0 0.0
C -6.170050 0.640470 8.304176 0.0 0.1 0.1
C -5.594706 -0.341106 7.507204 0.0 0.0 0.0
C -6.447280 -1.065171 6.520613 0.0 0.0 0.0
O -7.636277 -0.843219 6.436209 0.0 0.0 0.0
C -5.784913 -2.063536 5.631054 0.0 0.0 0.0
C -6.545000 -2.721416 4.671883 0.0 -0.1 -0.1
C -5.943754 -3.630908 3.818596 0.0 0.0 0.0
C -4.580695 -3.888883 3.919507 0.0 0.0 0.0
C -3.820630 -3.244781 4.880620 0.0 -0.1 -0.1
C -4.419738 -2.332967 5.740973 0.0 0.0 0.0
H -2.412910 -0.190976 8.665182 0.0 0.0 -0.1
H -3.441244 1.552932 10.089482 0.0 0.0 0.0
H -5.843558 2.090223 9.843323 0.0 0.0 0.0
H -7.221499 0.864064 8.187940 0.0 0.0 0.0
H -7.602761 -2.508733 4.601664 0.0 0.0 0.0
H -6.536167 -4.139425 3.069427 0.0 0.0 0.0
H -4.112719 -4.594432 3.245614 0.0 0.0 0.0
H -2.760314 -3.437329 4.972680 0.0 0.0 0.1
O -3.778700 12.072760 1.184515 0.0 0.0 0.0
C -3.271728 10.990142 1.383890 0.0 0.0 0.0
C -4.042883 9.728883 1.185227 0.1 0.0 0.0
C -5.357080 9.806357 0.741928 -0.1 0.0 0.0
C -6.082317 8.647191 0.525287 0.0 0.0 0.0
C -5.498499 7.405004 0.749355 0.0 0.0 0.0
C -4.192799 7.322085 1.201514 -0.1 0.0 0.0
C -3.461413 8.482320 1.424509 0.0 0.0 0.0
C -2.062916 8.370176 1.927288 0.0 0.0 0.0
O -1.573134 7.289274 2.181311 0.0 -0.1 0.0
C -1.284013 9.628279 2.105076 0.0 0.0 0.0
C 0.033296 9.549465 2.540182 0.1 0.0 0.0
C 0.781294 10.704554 2.690074 0.0 0.0 0.0
C 0.217361 11.943550 2.405583 0.0 0.0 0.0
C -1.097379 12.028694 1.980434 0.1 0.1 0.0
C -1.853782 10.873183 1.831422 0.0 -0.1 0.0
H -5.797683 10.778366 0.568685 0.0 0.0 0.0
H -7.105297 8.709295 0.178411 0.0 0.0 0.0
H -6.065298 6.500613 0.571966 0.0 0.0 0.0
H -3.729116 6.362759 1.385331 0.0 0.0 0.0
H 0.460563 8.579776 2.755147 0.0 0.0 0.0
H 1.807430 10.641502 3.027291 0.0 0.0 0.0
H 0.806181 12.844323 2.517630 0.0 0.0 0.0
H -1.549033 12.985907 1.759751 -0.1 0.0 0.0
```
Positions in Å, forces in eV/Å.

**SMILES**: CCCc1c(P(=N)(O)O)ccc2c1C(=O)c1ccc(N=C=S)c(COCC)c1C2=O.O=C1c2ccccc2C(=O)c2ccccc21.O=C1c2ccccc2C(=O)c2ccccc21.O=C1c2ccccc2C(=O)c2ccccc21.O=C1c2ccccc2C(=O)c2ccccc21
**HOMO**: -9.118 eV
**Calculated total energy**: -4793.3795 hartree
**Frontier orbital gap**: 7.95 eV

Atomic partial charges in e from the Löwdin method, atoms 1 to 5: -0.096 -0.210 -0.158 -0.137 -0.174